Entry 1:
# C18H19Al2BrCaCl3Cs2F4N2O7PRb

C18H19Al2BrCaCl3Cs2F4N2O7PRb as an isolated structure in a non-equilibrium geometry (ωB97M-V/def2-TZVPD, the Open Molecules 2025 dataset).

Structure (XYZ):
```
61
Properties=species:S:1:pos:R:3:forces:R:3
C 0.186 3.147 -1.607 0.5 -0.1 0.2
C 1.654 2.715 -1.695 -0.9 0.0 0.6
C 1.996 1.830 -0.480 0.5 0.7 -0.6
N 2.402 0.475 -0.851 0.0 -0.6 0.2
C 1.365 -0.350 -1.284 -0.3 0.3 0.0
C 0.563 -1.072 -0.501 0.2 -0.5 0.4
C 0.553 -1.091 0.977 0.7 0.1 -0.9
C -0.260 -0.176 1.612 0.1 -0.3 0.6
C -0.325 -0.269 2.989 0.4 0.0 -0.7
C 0.427 -1.243 3.607 -0.8 1.9 0.5
N 1.253 -2.093 3.021 -0.3 0.3 -1.0
C 1.308 -2.017 1.690 -0.4 0.2 0.4
C -0.459 -1.950 -1.093 0.0 0.0 -0.8
O -0.813 -2.989 -0.586 -0.6 -0.4 0.8
C -1.082 -1.450 -2.331 0.7 0.5 -0.2
C -0.331 -0.700 -3.141 -0.5 -0.4 -0.4
C -1.030 -0.197 -4.334 0.2 0.3 -0.1
Cl -0.535 -0.621 -5.936 1.0 0.0 0.2
C -2.112 0.581 -4.293 -0.1 0.2 0.0
C -2.839 0.984 -5.507 0.1 0.2 1.0
Cl -2.782 1.182 -2.793 0.1 -0.1 -0.1
C 1.116 -0.471 -2.767 -1.2 0.5 0.7
O 1.998 -0.396 -3.543 1.2 0.0 -1.2
H -0.440 2.268 -1.475 -0.3 -0.1 -0.2
H 0.079 3.754 -0.713 -0.2 0.2 0.1
H -0.130 3.743 -2.454 -0.2 0.0 -0.2
H 1.843 2.194 -2.625 0.3 0.0 -0.2
H 2.246 3.616 -1.614 0.4 0.1 -0.4
H 2.836 2.277 0.037 0.2 -0.1 0.1
H 1.159 1.865 0.222 -0.2 -0.3 0.1
H 2.897 0.028 -0.093 0.1 0.1 0.2
H -0.843 0.545 1.063 0.0 0.2 -0.2
H -0.953 0.415 3.541 0.9 0.4 0.4
H 0.349 -1.324 4.700 -1.0 3.3 -2.8
H 1.936 -2.722 1.172 0.2 -0.1 -0.1
H -2.109 -1.645 -2.601 0.0 -0.7 -0.3
H -2.243 1.628 -6.162 0.2 -0.1 0.1
H -3.166 0.023 -6.002 0.2 0.1 0.0
H -3.751 1.519 -5.231 0.9 -0.2 1.0
Rb 0.958 -2.797 5.455 2.3 -4.9 5.1
Cl -4.072 -1.743 -6.337 -0.1 0.4 0.1
C 1.903 1.610 7.189 -0.2 0.8 -0.2
O 2.123 0.295 7.281 -0.2 -0.7 -0.6
H 1.135 1.939 6.441 0.0 -0.2 -0.1
H 1.560 2.096 8.134 0.1 -0.2 0.1
H 2.799 2.226 6.925 0.1 -0.2 0.1
Cs -4.782 1.678 -7.250 -1.7 -0.1 -2.2
Ca -2.959 -0.345 3.594 -1.3 -0.4 -0.3
F 0.650 -2.129 11.948 -0.2 -0.2 0.2
Al -0.485 -1.814 10.776 0.9 0.1 -0.2
F -2.042 -2.348 11.379 2.9 -0.7 -1.6
F -0.137 -2.661 9.365 -0.3 -0.2 -0.2
F -0.609 -0.177 10.475 -0.5 0.1 0.1
Br 1.066 1.392 -5.911 -0.3 -0.2 -0.4
O 2.661 -1.599 -7.525 0.6 0.3 -0.5
P 1.720 -1.201 -8.657 -0.6 -0.3 -0.1
O 1.736 0.317 -8.774 -0.1 0.4 0.6
O 0.324 -1.695 -8.300 -0.4 0.4 0.0
O 2.159 -1.776 -9.992 0.3 -0.5 0.4
Al -3.167 -1.215 -0.517 -0.6 0.0 0.7
Cs -3.999 -1.816 12.352 -2.9 0.8 1.6
```
Forces are in eV/Å.

Computed properties:
Maximum force: 0.1451 Eh/bohr
Orbital gap: 1.1 eV
Total charge: +1
Calculated total energy: -7255.21150 hartree



Entry 2:
# C18H19BN6NiO3

C18H19BN6NiO3 as an isolated structure (ωB97M-V/def2-TZVPD, the Open Molecules 2025 dataset).

Structure (XYZ):
```
48
Properties=species:S:1:pos:R:3:forces:R:3
Ni 0.116 0.025 0.722 -0.1 -0.1 0.3
C 3.706 1.566 -0.844 0.1 -0.1 0.1
C 2.621 0.719 -1.061 -0.1 -0.1 -0.1
N 2.072 0.356 0.094 -0.3 0.5 0.1
N 2.785 0.958 1.067 0.3 -0.2 -0.1
C 3.776 1.679 0.533 0.0 0.0 -0.1
B 2.371 0.829 2.545 0.1 -0.1 0.2
N 1.170 1.764 2.786 0.0 0.0 0.4
C 1.179 3.014 3.264 -0.1 0.1 0.0
C -0.113 3.505 3.220 0.1 -0.1 0.2
C -0.860 2.446 2.703 -0.1 -0.1 -0.1
N -0.081 1.400 2.442 0.3 0.0 -0.6
N 1.957 -0.634 2.823 0.0 0.1 0.0
C 2.469 -1.515 3.698 0.0 0.0 0.0
C 1.795 -2.712 3.560 0.0 0.1 0.0
C 0.858 -2.468 2.549 0.0 0.0 0.0
N 0.966 -1.222 2.120 -0.1 0.1 -0.1
H 4.363 2.003 -1.575 0.0 0.0 0.0
H 2.223 0.337 -1.988 -0.1 0.1 0.0
H 4.463 2.211 1.168 0.0 0.0 0.0
H 3.284 1.164 3.246 0.0 0.0 0.0
H 2.098 3.460 3.606 0.0 0.0 0.0
H -0.463 4.467 3.547 0.0 0.0 0.0
H -1.921 2.383 2.524 0.0 0.0 -0.1
H 3.276 -1.224 4.347 0.0 0.0 0.0
H 1.955 -3.624 4.105 0.0 0.0 0.0
H 0.121 -3.120 2.112 0.0 0.0 0.0
C -3.216 -4.512 -3.184 0.0 0.0 0.0
O -3.336 -3.245 -3.808 0.0 0.0 0.0
C -2.780 -2.182 -3.187 0.0 0.0 0.0
C -2.941 -0.950 -3.860 0.0 0.0 0.0
C -2.419 0.173 -3.298 0.0 0.0 0.0
C -1.710 0.168 -2.067 0.0 0.0 -0.1
C -1.221 1.396 -1.512 0.1 0.2 0.0
C -1.451 2.740 -2.167 0.0 0.0 0.0
O -0.565 1.481 -0.452 -0.2 -0.1 0.0
C -1.535 -1.089 -1.403 0.0 -0.1 0.1
O -0.912 -1.259 -0.288 0.1 -0.1 -0.1
C -2.099 -2.248 -1.999 0.0 0.0 0.0
H -3.729 -5.214 -3.835 0.0 0.0 0.0
H -3.688 -4.511 -2.199 0.0 0.0 0.0
H -2.167 -4.803 -3.085 0.0 0.0 0.0
H -3.477 -0.931 -4.797 0.0 0.0 0.0
H -2.553 1.104 -3.826 0.0 0.0 0.0
H -2.090 2.748 -3.040 0.0 0.0 0.0
H -0.474 3.145 -2.433 0.0 0.0 0.0
H -1.872 3.399 -1.408 0.0 0.0 0.0
H -1.952 -3.173 -1.463 0.0 0.0 0.0
```
Forces are in eV/Å.

Computed properties:
Maximum force: 0.0129 Eh/bohr
ΔE to the lowest compared entry with this formula, charge and spin: 8.2 kcal per mole
Orbital gap (spin up / spin down): 8.6 / 8.5 eV
Calculated total energy: -2784.86192 hartree
Spin multiplicity: 3
⟨S²⟩: 2.0047



Entry 3:
# C18H19BN6Ti

C18H19BN6Ti as an isolated structure in a non-equilibrium geometry (ωB97M-V/def2-TZVPD, the Open Molecules 2025 dataset).

Structure (XYZ):
```
45
Properties=species:S:1:pos:R:3:forces:R:3
H 1.843 -3.055 0.109 0.1 -0.1 0.0
N 1.726 -1.067 -0.566 3.4 -1.6 -0.6
B 2.121 1.300 -1.475 0.1 0.3 0.6
N 2.585 -0.180 -1.201 -1.1 -1.1 0.6
C 3.725 -0.830 -1.437 0.1 -0.9 0.5
Ti -0.049 -0.453 -0.315 -3.6 0.9 5.6
H 4.518 -0.304 -1.915 0.5 0.0 -0.2
C 3.647 -2.140 -0.928 -0.3 0.9 -0.4
H 4.391 -2.899 -0.973 0.4 -0.2 0.0
C 2.363 -2.262 -0.397 0.1 2.1 -0.7
H 2.989 1.921 -2.034 -0.2 -0.2 -0.1
C -2.158 0.958 1.566 0.6 0.6 -1.9
H -3.205 0.655 1.660 0.0 0.1 0.2
H -2.049 1.291 0.502 -0.1 -0.3 0.4
H -1.936 1.847 2.157 -0.2 -0.1 0.2
N 1.822 1.980 -0.102 -0.5 -0.2 0.6
N 0.805 1.290 -2.330 -1.2 -0.6 -0.5
N 0.893 1.398 0.727 0.3 0.3 -0.2
N -0.313 0.528 -1.986 -0.2 1.7 -2.8
C 2.396 3.035 0.519 -0.1 -0.3 0.4
C 0.576 1.858 -3.524 -1.1 -0.8 0.3
H 3.169 3.623 0.030 -0.3 -0.2 0.1
H 1.309 2.484 -3.982 0.3 0.2 -0.2
C 1.850 3.135 1.800 -0.2 -0.4 -0.6
C -0.706 1.480 -3.971 0.8 0.2 0.6
C 0.906 2.086 1.888 0.7 0.2 -1.4
C -1.236 0.666 -2.978 1.6 0.2 0.8
H 2.080 3.853 2.567 0.1 0.0 -0.1
H -1.165 1.736 -4.890 -0.3 0.3 -0.5
H 0.259 1.843 2.720 0.1 -0.2 -0.3
H -2.191 0.165 -2.892 0.2 0.1 -0.1
H -1.099 -0.088 3.001 0.2 -0.7 0.4
C -1.281 -0.211 1.928 0.5 -0.3 0.2
C -1.188 -1.387 1.207 -0.9 0.5 -2.0
C -2.139 -2.496 1.308 0.3 -1.1 0.3
C -2.439 -3.123 2.538 -0.2 0.3 -0.2
C -3.673 -3.713 2.746 -0.6 -0.4 -0.3
C -4.592 -3.809 1.690 0.1 0.5 -0.4
C -4.210 -3.390 0.401 0.0 -0.4 0.1
C -2.951 -2.829 0.188 0.1 0.3 0.5
H -1.715 -3.072 3.345 -0.1 0.3 0.0
H -3.966 -4.088 3.732 0.2 0.1 -0.3
H -5.614 -4.150 1.852 0.3 -0.1 0.0
H -4.911 -3.479 -0.450 0.5 -0.1 0.6
H -2.606 -2.559 -0.826 -0.4 0.2 0.6
```
Forces are in eV/Å.

Computed properties:
Maximum force: 0.1310 Eh/bohr
ΔE to the lowest compared entry with this formula, charge and spin: 38.5 kcal per mole
Orbital gap (spin up / spin down): 5.8 / 6.5 eV
Calculated total energy: -1900.08767 hartree
Spin multiplicity: 3
⟨S²⟩: 2.0677



Look up the calculated total energy of the third one.
-1900.08767 hartree



Which value of maximum force does entry 2 give?
0.0129 Eh/bohr



Which of these has the highest maximum force?
C18H19Al2BrCaCl3Cs2F4N2O7PRb